No. 1
DFT (ωB97M-V/def2-TZVPD) results for one molecule with the formula C23H26N4O5.

The calculation puts the strongest force on any atom at 0.89 eV/A. Its HOMO energy is -0.30503 Ha. The value obtained for the total energy is -40471.0924 eV. The SMILES is COc1cc(/C=N/NC(=O)CN2C[C@@H](c3ccccc3)CC2=O)ccc1OC(=O)N(C)C. Its frontier orbital gap is 0.321 hartree.

Positions of all 58 atoms, in Å:
C -2.3502 -2.6897 -0.0945
O -2.9974 -1.6342 0.5742
C -2.2303 -0.7498 1.2610
C -0.8721 -0.8762 1.4888
C -0.1755 0.0950 2.2117
C 1.2666 0.0175 2.3382
N 1.8833 -1.0176 1.9218
N 3.2388 -1.0822 1.8415
C 4.1337 -0.0463 1.7869
O 3.9131 1.0622 2.2113
C 5.3984 -0.3992 0.9929
N 5.0956 -0.2124 -0.4062
C 4.3277 -1.1524 -1.1884
C 3.7374 -0.2976 -2.3292
C 2.3404 0.1468 -1.9642
C 1.2461 -0.4638 -2.5644
C -0.0444 -0.1060 -2.2155
C -0.2637 0.8665 -1.2552
C 0.8219 1.4765 -0.6495
C 2.1134 1.1209 -0.9983
C 4.7388 0.8562 -2.4388
C 5.3869 0.9401 -1.0664
O 6.0673 1.8369 -0.6316
C -0.8585 1.1869 2.7393
C -2.2151 1.3271 2.5132
C -2.8947 0.3814 1.7698
O -4.2469 0.5451 1.5181
C -4.5800 0.6657 0.1972
O -3.7696 0.8741 -0.6739
N -5.9085 0.5630 0.0004
C -6.8675 0.3159 1.0475
C -6.4425 0.7615 -1.3251
H -1.5961 -2.3125 -0.7912
H -1.8823 -3.3824 0.6126
H -3.1312 -3.2095 -0.6472
H -0.3086 -1.7060 1.0977
H 1.7652 0.8963 2.7372
H 3.5408 -1.9976 1.5326
H 5.7387 -1.4214 1.1806
H 6.1813 0.3197 1.2483
H 4.9872 -1.9412 -1.5771
H 3.5321 -1.6184 -0.6034
H 3.6913 -0.8763 -3.2544
H 1.4078 -1.2242 -3.3169
H -0.8852 -0.5809 -2.7000
H -1.2726 1.1418 -0.9884
H 0.6640 2.2377 0.0997
H 2.9446 1.6106 -0.5123
H 5.5164 0.6446 -3.1753
H 4.2733 1.8049 -2.7002
H -0.3246 1.9362 3.3034
H -2.7584 2.1798 2.8897
H -6.3507 0.0697 1.9699
H -7.5121 -0.5188 0.7616
H -7.4912 1.1998 1.2100
H -5.6141 0.9534 -2.0030
H -6.9817 -0.1307 -1.6518
H -7.1269 1.6134 -1.3352

***

No. 2
DFT (ωB97M-V/def2-TZVPD) results for C10H34O12P2 as an isolated structure in a non-equilibrium geometry.

The calculation puts the strongest force on any atom at 12.04 eV/A. Its HOMO energy is -0.31861 Ha. The value obtained for the total energy is -54051.7062 eV. Its frontier orbital gap is 0.329 hartree.

Positions of all 58 atoms, in Å:
C -1.4996 1.7672 -0.9264
O -0.8468 1.6534 0.2425
H -1.0891 1.1147 -1.6970
H -2.5487 1.4777 -0.8660
H -1.6137 2.8064 -1.2348
H -0.5137 0.7680 0.4057
C -2.3343 -0.6677 -2.6465
O -2.5545 -1.2616 -3.8424
H -1.2460 -0.6157 -2.6154
H -2.8886 0.2619 -2.5165
H -2.5164 -1.4693 -1.9307
H -1.7190 -1.5839 -4.1882
C 2.2143 -2.2013 0.7889
O 2.4224 -3.5245 1.2062
H 1.2859 -2.0858 0.2297
H 2.3335 -1.4321 1.5520
H 3.0734 -1.9110 0.1841
H 2.0477 -3.5581 2.0894
C -0.5301 -1.1871 -0.2065
O 0.0619 0.0256 -0.1054
H 0.2699 -1.9264 -0.1675
H -1.3548 -1.3534 0.4865
H -0.9264 -1.1835 -1.2219
H 0.5919 0.1091 -0.9015
C 0.4506 2.5770 -1.7564
O 1.1122 1.4125 -1.2386
P 1.1825 0.0638 -2.0959
O -0.0405 -0.7234 -2.3305
O 2.1330 0.4920 -3.3956
C 2.3991 -0.3910 -4.4303
O 2.2217 -0.8908 -1.2595
C 3.4478 -0.4664 -0.8134
H -0.3692 2.3281 -2.4302
H 1.2268 3.0154 -2.3836
H -0.0705 3.1578 -0.9953
H 1.5688 -1.0448 -4.6972
H 3.3001 -0.9605 -4.2024
H 2.5366 0.2235 -5.3200
H 3.4452 -0.5408 0.2741
H 3.7402 0.4547 -1.3176
H 4.1240 -1.1877 -1.2723
C -2.6867 1.1438 5.8245
O -2.4285 0.4814 4.6634
P -1.2253 1.0665 3.6649
O -0.5058 2.2953 4.1143
O -1.7872 1.1516 2.1585
C -2.2843 0.0015 1.5434
O -0.2107 -0.2536 3.5920
C 0.7790 -0.1306 2.5740
H -2.2574 2.1455 5.8415
H -2.3118 0.5107 6.6287
H -3.6966 1.4860 6.0508
H -2.3098 -0.9296 2.1095
H -1.6254 -0.2300 0.7066
H -3.2422 0.1464 1.0438
H 0.6198 0.6129 1.7930
H 0.9187 -1.1352 2.1747
H 1.7267 0.0958 3.0625

***

No. 3
DFT (ωB97M-V/def2-TZVPD) results for C18H41GaN2O as an isolated structure in a non-equilibrium geometry.

The calculation puts the strongest force on any atom at 1.44 eV/A. Its HOMO energy is -0.24583 Ha. The value obtained for the total energy is -76730.3751 eV. Its frontier orbital gap is 0.239 hartree.

Positions of all 63 atoms, in Å:
C 1.5556 0.2117 -0.2692
C 0.6682 1.1584 -0.6181
Ga 0.2205 1.2996 -2.6283
C -0.9376 2.9088 -3.0808
C 2.0179 1.3523 -3.5770
C 2.8940 2.6045 -3.4264
C 2.2744 3.8572 -4.0563
C 3.3010 2.8914 -1.9838
C -0.7347 -0.4219 -3.1545
C -2.0599 -0.7940 -2.4916
O -1.8833 -2.0815 -1.8367
C -2.6651 0.1796 -1.4644
N -4.0469 0.5358 -1.8625
H 1.5310 -0.7469 -0.7937
H 2.4086 0.3694 0.3973
H 0.2859 1.8441 0.1485
H -0.5819 3.8544 -2.6637
H -1.9421 2.7647 -2.6594
H -1.0748 3.0191 -4.1596
H 2.5973 0.5069 -3.1774
H 1.8957 1.1536 -4.6487
H 3.8369 2.4223 -3.9654
H 1.7479 3.6078 -4.9782
H 3.0638 4.5778 -4.2909
H 1.5936 4.3448 -3.3563
H 2.4428 3.1714 -1.3677
H 3.9890 3.7456 -1.9709
H 3.8375 2.0536 -1.5341
H -0.8955 -0.4202 -4.2372
H -0.0290 -1.2425 -2.9837
H -2.8212 -0.9459 -3.2649
H -2.7580 -2.4356 -1.6359
H -2.0553 1.0704 -1.3165
H -2.7630 -0.3451 -0.5078
H -4.4392 1.1527 -1.1587
H -3.9927 1.0947 -2.7093
C 0.4690 -2.3144 5.6354
C -0.7854 -2.7531 4.8833
C -0.6078 -3.1932 3.4380
N -0.4011 -2.1396 2.3766
C -0.5540 -2.8468 1.0615
C -1.4063 -1.0126 2.4447
C -0.7565 0.0659 3.2907
C 0.7294 -0.0261 2.9309
C 0.9611 -1.4638 2.4586
H 0.9968 -1.4955 5.1506
H 0.2012 -1.9718 6.6344
H 1.1650 -3.1470 5.7481
H -1.5663 -1.9962 4.9610
H -1.1919 -3.6291 5.3947
H -1.5106 -3.7221 3.1329
H 0.2327 -3.8811 3.3392
H -1.5674 -3.2355 1.0047
H 0.1708 -3.6556 1.0046
H -0.3957 -2.1363 0.2515
H -1.5537 -0.6663 1.4219
H -2.3457 -1.3976 2.8386
H -0.9124 -0.1123 4.3540
H -1.1741 1.0460 3.0688
H 1.3696 0.2374 3.7719
H 0.9654 0.6536 2.1165
H 1.5967 -2.0562 3.1113
H 1.3900 -1.4699 1.4594

***

What did the second record say?
DFT (ωB97M-V/def2-TZVPD) results for C10H34O12P2 as an isolated structure in a non-equilibrium geometry.

The calculation puts the strongest force on any atom at 12.04 eV/A. Its HOMO energy is -0.31861 Ha. The value obtained for the total energy is -54051.7062 eV. Its frontier orbital gap is 0.329 hartree.

Positions of all 58 atoms, in Å:
C -1.4996 1.7672 -0.9264
O -0.8468 1.6534 0.2425
H -1.0891 1.1147 -1.6970
H -2.5487 1.4777 -0.8660
H -1.6137 2.8064 -1.2348
H -0.5137 0.7680 0.4057
C -2.3343 -0.6677 -2.6465
O -2.5545 -1.2616 -3.8424
H -1.2460 -0.6157 -2.6154
H -2.8886 0.2619 -2.5165
H -2.5164 -1.4693 -1.9307
H -1.7190 -1.5839 -4.1882
C 2.2143 -2.2013 0.7889
O 2.4224 -3.5245 1.2062
H 1.2859 -2.0858 0.2297
H 2.3335 -1.4321 1.5520
H 3.0734 -1.9110 0.1841
H 2.0477 -3.5581 2.0894
C -0.5301 -1.1871 -0.2065
O 0.0619 0.0256 -0.1054
H 0.2699 -1.9264 -0.1675
H -1.3548 -1.3534 0.4865
H -0.9264 -1.1835 -1.2219
H 0.5919 0.1091 -0.9015
C 0.4506 2.5770 -1.7564
O 1.1122 1.4125 -1.2386
P 1.1825 0.0638 -2.0959
O -0.0405 -0.7234 -2.3305
O 2.1330 0.4920 -3.3956
C 2.3991 -0.3910 -4.4303
O 2.2217 -0.8908 -1.2595
C 3.4478 -0.4664 -0.8134
H -0.3692 2.3281 -2.4302
H 1.2268 3.0154 -2.3836
H -0.0705 3.1578 -0.9953
H 1.5688 -1.0448 -4.6972
H 3.3001 -0.9605 -4.2024
H 2.5366 0.2235 -5.3200
H 3.4452 -0.5408 0.2741
H 3.7402 0.4547 -1.3176
H 4.1240 -1.1877 -1.2723
C -2.6867 1.1438 5.8245
O -2.4285 0.4814 4.6634
P -1.2253 1.0665 3.6649
O -0.5058 2.2953 4.1143
O -1.7872 1.1516 2.1585
C -2.2843 0.0015 1.5434
O -0.2107 -0.2536 3.5920
C 0.7790 -0.1306 2.5740
H -2.2574 2.1455 5.8415
H -2.3118 0.5107 6.6287
H -3.6966 1.4860 6.0508
H -2.3098 -0.9296 2.1095
H -1.6254 -0.2300 0.7066
H -3.2422 0.1464 1.0438
H 0.6198 0.6129 1.7930
H 0.9187 -1.1352 2.1747
H 1.7267 0.0958 3.0625

***

Question: What is the formula in the second record?
Answer: C10H34O12P2

***

What did the second record say?
DFT (ωB97M-V/def2-TZVPD) results for C10H34O12P2 as an isolated structure in a non-equilibrium geometry.

The calculation puts the strongest force on any atom at 12.04 eV/A. Its HOMO energy is -0.31861 Ha. The value obtained for the total energy is -54051.7062 eV. Its frontier orbital gap is 0.329 hartree.

Positions of all 58 atoms, in Å:
C -1.4996 1.7672 -0.9264
O -0.8468 1.6534 0.2425
H -1.0891 1.1147 -1.6970
H -2.5487 1.4777 -0.8660
H -1.6137 2.8064 -1.2348
H -0.5137 0.7680 0.4057
C -2.3343 -0.6677 -2.6465
O -2.5545 -1.2616 -3.8424
H -1.2460 -0.6157 -2.6154
H -2.8886 0.2619 -2.5165
H -2.5164 -1.4693 -1.9307
H -1.7190 -1.5839 -4.1882
C 2.2143 -2.2013 0.7889
O 2.4224 -3.5245 1.2062
H 1.2859 -2.0858 0.2297
H 2.3335 -1.4321 1.5520
H 3.0734 -1.9110 0.1841
H 2.0477 -3.5581 2.0894
C -0.5301 -1.1871 -0.2065
O 0.0619 0.0256 -0.1054
H 0.2699 -1.9264 -0.1675
H -1.3548 -1.3534 0.4865
H -0.9264 -1.1835 -1.2219
H 0.5919 0.1091 -0.9015
C 0.4506 2.5770 -1.7564
O 1.1122 1.4125 -1.2386
P 1.1825 0.0638 -2.0959
O -0.0405 -0.7234 -2.3305
O 2.1330 0.4920 -3.3956
C 2.3991 -0.3910 -4.4303
O 2.2217 -0.8908 -1.2595
C 3.4478 -0.4664 -0.8134
H -0.3692 2.3281 -2.4302
H 1.2268 3.0154 -2.3836
H -0.0705 3.1578 -0.9953
H 1.5688 -1.0448 -4.6972
H 3.3001 -0.9605 -4.2024
H 2.5366 0.2235 -5.3200
H 3.4452 -0.5408 0.2741
H 3.7402 0.4547 -1.3176
H 4.1240 -1.1877 -1.2723
C -2.6867 1.1438 5.8245
O -2.4285 0.4814 4.6634
P -1.2253 1.0665 3.6649
O -0.5058 2.2953 4.1143
O -1.7872 1.1516 2.1585
C -2.2843 0.0015 1.5434
O -0.2107 -0.2536 3.5920
C 0.7790 -0.1306 2.5740
H -2.2574 2.1455 5.8415
H -2.3118 0.5107 6.6287
H -3.6966 1.4860 6.0508
H -2.3098 -0.9296 2.1095
H -1.6254 -0.2300 0.7066
H -3.2422 0.1464 1.0438
H 0.6198 0.6129 1.7930
H 0.9187 -1.1352 2.1747
H 1.7267 0.0958 3.0625

***

Please write out number 2 again, unchanged.
DFT (ωB97M-V/def2-TZVPD) results for C10H34O12P2 as an isolated structure in a non-equilibrium geometry.

The calculation puts the strongest force on any atom at 12.04 eV/A. Its HOMO energy is -0.31861 Ha. The value obtained for the total energy is -54051.7062 eV. Its frontier orbital gap is 0.329 hartree.

Positions of all 58 atoms, in Å:
C -1.4996 1.7672 -0.9264
O -0.8468 1.6534 0.2425
H -1.0891 1.1147 -1.6970
H -2.5487 1.4777 -0.8660
H -1.6137 2.8064 -1.2348
H -0.5137 0.7680 0.4057
C -2.3343 -0.6677 -2.6465
O -2.5545 -1.2616 -3.8424
H -1.2460 -0.6157 -2.6154
H -2.8886 0.2619 -2.5165
H -2.5164 -1.4693 -1.9307
H -1.7190 -1.5839 -4.1882
C 2.2143 -2.2013 0.7889
O 2.4224 -3.5245 1.2062
H 1.2859 -2.0858 0.2297
H 2.3335 -1.4321 1.5520
H 3.0734 -1.9110 0.1841
H 2.0477 -3.5581 2.0894
C -0.5301 -1.1871 -0.2065
O 0.0619 0.0256 -0.1054
H 0.2699 -1.9264 -0.1675
H -1.3548 -1.3534 0.4865
H -0.9264 -1.1835 -1.2219
H 0.5919 0.1091 -0.9015
C 0.4506 2.5770 -1.7564
O 1.1122 1.4125 -1.2386
P 1.1825 0.0638 -2.0959
O -0.0405 -0.7234 -2.3305
O 2.1330 0.4920 -3.3956
C 2.3991 -0.3910 -4.4303
O 2.2217 -0.8908 -1.2595
C 3.4478 -0.4664 -0.8134
H -0.3692 2.3281 -2.4302
H 1.2268 3.0154 -2.3836
H -0.0705 3.1578 -0.9953
H 1.5688 -1.0448 -4.6972
H 3.3001 -0.9605 -4.2024
H 2.5366 0.2235 -5.3200
H 3.4452 -0.5408 0.2741
H 3.7402 0.4547 -1.3176
H 4.1240 -1.1877 -1.2723
C -2.6867 1.1438 5.8245
O -2.4285 0.4814 4.6634
P -1.2253 1.0665 3.6649
O -0.5058 2.2953 4.1143
O -1.7872 1.1516 2.1585
C -2.2843 0.0015 1.5434
O -0.2107 -0.2536 3.5920
C 0.7790 -0.1306 2.5740
H -2.2574 2.1455 5.8415
H -2.3118 0.5107 6.6287
H -3.6966 1.4860 6.0508
H -2.3098 -0.9296 2.1095
H -1.6254 -0.2300 0.7066
H -3.2422 0.1464 1.0438
H 0.6198 0.6129 1.7930
H 0.9187 -1.1352 2.1747
H 1.7267 0.0958 3.0625